(1)
23
Properties=species:S:1:pos:R:3:mulliken_charge:R:1 method="wB97M-V/def2-TZVPD" smiles="CC(C)=CN.O.O.O" relative_energy_kj_mol=63.0
C -0.115 -1.263 -0.007 -1.002
C 1.246 -0.736 -0.363 0.898
C 1.642 0.530 -0.399 -0.374
N 0.885 1.691 -0.116 -0.413
C 2.218 -1.811 -0.828 -1.512
H -0.752 -1.332 -0.897 0.207
H -0.039 -2.292 0.342 0.447
H -0.632 -0.631 0.709 0.087
H 2.662 0.725 -0.696 0.267
H 1.477 2.506 -0.033 0.261
H 0.343 1.637 0.740 0.167
H 1.687 -2.593 -1.370 0.369
H 3.037 -1.432 -1.439 0.402
H 2.669 -2.248 0.057 0.287
H -2.822 0.826 0.791 0.304
H -2.899 0.094 -0.547 0.340
O -3.312 0.138 0.331 -0.642
H -1.113 1.980 -1.523 0.314
H -1.138 0.483 -1.933 0.295
O -1.689 1.231 -1.692 -0.698
H -1.315 0.081 2.892 0.318
H -0.669 1.389 3.265 0.299
O -1.374 1.027 2.715 -0.619

***

(2)
C31H51N13O14 | ωB97M-V/def2-TZVPD

XYZ file:
```
109
Properties=species:S:1:pos:R:3:mulliken_charge:R:1
N 1.704 -3.321 -3.287 -0.126
C 2.018 -1.981 -3.112 -0.531
C 2.767 -1.621 -4.393 -0.675
C 3.024 -2.887 -5.134 -0.740
C 2.198 -3.934 -4.459 -0.405
H 1.208 -3.719 -2.476 0.911
H 1.666 -1.294 -2.315 0.516
H 3.158 -0.659 -4.473 0.563
H 3.631 -3.110 -6.131 0.262
H 2.055 -5.046 -4.473 0.292
N 6.456 0.473 -1.876 -0.010
C 6.387 1.766 -2.409 -0.767
C 4.942 2.039 -2.706 -0.604
C 4.158 0.895 -2.246 0.083
C 5.159 -0.066 -1.855 -1.121
H 7.247 -0.048 -1.622 0.158
H 7.210 2.247 -2.329 0.552
H 4.701 3.024 -3.174 0.320
H 3.202 0.750 -1.986 0.729
H 5.073 -1.048 -1.530 0.652
N -1.203 1.810 -2.727 0.596
C -1.637 3.104 -2.707 -0.243
C -0.587 3.867 -3.473 -0.695
C 0.614 3.055 -3.836 -0.659
C 0.053 1.623 -3.472 -0.988
H -1.632 1.031 -1.963 0.111
H -2.573 3.299 -2.129 0.289
H -0.656 5.041 -3.666 0.212
H 1.461 3.160 -4.523 0.484
H 0.598 0.686 -3.433 1.001
N 3.863 -2.455 4.550 0.045
C 4.577 -3.249 3.646 -0.629
C 4.268 -2.823 2.236 -0.573
C 3.358 -1.622 2.366 -0.130
C 3.323 -1.396 3.877 -0.961
H 4.046 -2.651 5.474 0.195
H 5.185 -4.009 4.031 0.467
H 4.659 -3.079 1.136 0.244
H 2.837 -1.059 1.599 0.761
H 2.976 -0.556 4.408 0.556
N -1.465 3.677 3.144 0.052
C -0.538 2.777 3.641 -0.412
C 0.875 3.479 3.543 -0.335
C 0.595 4.868 3.091 -0.635
C -0.881 4.973 2.809 -0.439
H -2.382 3.167 2.689 0.131
H -0.615 1.649 3.905 0.340
H 1.887 3.232 3.717 0.473
H 1.417 5.449 2.958 0.540
H -1.575 5.808 2.379 0.296
N 1.498 -5.562 -0.900 0.126
C 1.109 -4.357 -0.207 -0.850
C -0.224 -3.877 -0.812 0.259
C -0.574 -5.013 -1.855 -0.533
C 0.575 -5.931 -1.830 -0.769
H 2.239 -6.166 -0.881 0.139
H 1.821 -3.963 0.622 0.207
H -0.709 -3.040 -0.597 0.306
H -1.336 -5.305 -2.464 0.574
H 0.667 -6.889 -2.404 0.389
C -2.696 -2.309 -3.157 -0.379
N -3.438 -1.091 -2.728 0.653
O -4.644 -1.008 -3.063 -0.538
O -2.886 -0.152 -2.161 -0.485
H -1.696 -1.926 -3.531 0.188
H -3.397 -2.882 -3.796 0.348
H -2.475 -2.741 -2.133 0.008
C -3.261 -2.244 2.997 -1.053
N -2.795 -2.798 1.660 0.954
O -2.372 -3.908 1.644 -0.559
O -2.909 -2.050 0.732 -0.452
H -3.365 -1.266 2.982 0.394
H -2.548 -2.577 3.777 0.284
H -4.258 -2.599 3.343 0.361
C 1.483 3.737 -0.785 0.037
N 2.485 4.837 -1.017 1.082
O 3.020 4.928 -2.133 -0.639
O 2.729 5.502 -0.153 -0.623
H 0.364 4.151 -0.812 0.094
H 1.618 3.612 0.273 0.092
H 1.761 2.957 -1.620 -0.111
C -1.566 -0.442 6.332 -0.711
N -0.697 -1.066 5.275 0.678
O -0.078 -2.072 5.677 -0.485
O -0.888 -0.657 4.131 -0.326
H -2.515 -1.093 6.628 0.252
H -1.848 0.637 6.151 0.276
H -0.706 -0.412 7.172 0.306
C -0.824 0.670 0.562 -0.423
N 0.211 0.177 -0.469 0.720
O -0.307 -0.632 -1.173 0.213
O 1.344 0.449 -0.221 -0.439
H -1.822 0.302 0.390 -0.279
H -0.815 1.691 0.778 0.469
H -0.496 0.251 1.626 0.104
C -5.218 4.025 0.016 -0.784
N -4.265 3.593 1.074 0.830
O -3.459 2.720 0.726 -0.324
O -4.245 4.216 2.196 -0.534
H -5.353 3.060 -0.640 0.201
H -4.992 5.065 -0.425 0.288
H -6.196 4.077 0.549 0.331
C -5.338 -0.039 0.004 -0.440
N -6.334 0.032 1.082 0.939
O -6.603 1.218 1.378 -0.553
O -6.542 -0.946 1.745 -0.537
H -5.071 -1.054 -0.295 0.462
H -4.412 0.268 0.363 -0.219
H -5.559 0.576 -0.905 0.324
```

***

(3)
15
Properties=species:S:1:pos:R:3:mulliken_charge:R:1 method="wB97M-V/def2-TZVPD" charge=-1 smiles="NC(=S)NNO[P@@](=O)([O-])O" relative_energy_kj_mol=0.0
C -2.127 -0.430 0.029 0.209
N -2.719 0.705 0.495 -0.416
N -0.824 -0.335 -0.257 0.157
N -0.072 0.731 0.221 -0.419
O 3.416 -0.872 0.778 -0.726
O 1.517 -1.486 -0.939 -0.794
O 2.573 0.835 -0.933 -0.558
O 1.118 0.117 1.004 -0.361
P 2.234 -0.538 -0.044 1.049
S -3.023 -1.779 -0.302 -0.472
H -2.091 1.382 0.901 0.286
H -3.637 0.600 0.892 0.224
H -0.266 -1.115 -0.639 0.266
H 3.454 1.054 -0.637 0.291
H 0.446 1.132 -0.569 0.264

***

(4)
63
Properties=species:S:1:pos:R:3:mulliken_charge:R:1 method="wB97M-V/def2-TZVPD" charge=-1
C 1.361 2.928 -0.934 -0.779
C 1.519 1.525 -0.448 0.246
C 1.376 0.336 -1.606 -0.474
Al -0.158 -0.914 -0.956 -0.086
C -1.816 0.265 -0.696 -0.029
F -1.591 1.661 -1.158 -0.355
C -3.166 -0.275 -1.475 -0.150
C -4.374 0.799 -1.066 -0.728
H 1.961 3.768 -0.337 0.198
H 0.635 3.199 -1.836 0.202
H 1.712 1.295 0.702 -0.056
H 1.022 0.784 -2.650 0.201
H 2.370 -0.286 -1.739 0.094
H -0.333 -2.016 -2.079 -0.246
H 0.278 -1.476 0.461 -0.132
H -2.083 0.318 0.443 0.181
H -3.429 -1.387 -1.216 0.278
H -2.925 -0.182 -2.637 -0.064
H -5.446 0.397 -1.310 0.246
H -4.174 1.879 -1.492 0.214
H -4.295 0.906 0.120 0.124
C 5.608 1.916 -1.588 -0.577
C 5.166 0.507 -1.228 0.382
N 4.799 -0.661 -0.929 -0.499
H 5.431 2.590 -0.745 0.140
H 6.675 1.922 -1.831 0.265
H 5.045 2.274 -2.454 0.293
C -6.981 -0.968 1.655 -0.500
C -7.454 -0.320 0.364 0.382
N -7.847 0.218 -0.707 -0.523
H -5.988 -0.593 1.918 0.266
H -7.676 -0.735 2.466 0.311
H -6.930 -2.053 1.530 0.035
C 2.564 -0.949 2.736 -0.129
C 1.387 -1.531 3.502 0.259
N 0.411 -2.014 4.137 -0.492
H 2.408 0.121 2.569 0.019
H 3.486 -1.089 3.306 0.117
H 2.664 -1.449 1.769 0.246
C -8.950 -5.145 1.243 -0.709
C -8.081 -4.415 2.254 0.445
N -7.360 -3.810 3.093 -0.481
H -8.415 -6.014 0.849 0.260
H -9.874 -5.483 1.720 0.265
H -9.201 -4.476 0.415 0.268
C 9.237 4.486 -0.279 -0.727
C 8.060 3.903 0.487 0.420
N 7.084 3.421 1.122 -0.460
H 9.081 5.555 -0.446 0.266
H 10.159 4.345 0.292 0.263
H 9.336 3.985 -1.246 0.261
C -2.815 -2.124 -5.603 -0.746
C -2.983 -2.881 -4.296 0.425
N -3.122 -3.509 -3.211 -0.458
H -1.757 -2.079 -5.875 0.253
H -3.367 -2.630 -6.400 0.308
H -3.199 -1.106 -5.496 0.260
C 5.980 1.703 4.343 -0.676
C 5.538 0.295 4.704 0.406
N 5.171 -0.874 5.003 -0.500
H 5.803 2.377 5.186 0.287
H 7.047 1.709 4.101 0.246
H 5.417 2.061 3.477 0.242

***

(5)
14
Properties=species:S:1:pos:R:3:mulliken_charge:R:1 method="wB97M-V/def2-TZVPD" smiles="C=C(C)[N+](=O)[O-].O" relative_energy_kj_mol=529.8
C 0.576 1.277 -0.362 -1.015
C 1.012 -1.036 0.490 -0.688
C 0.356 0.094 0.472 0.241
N -0.520 0.220 1.634 0.957
O -1.439 1.003 1.463 -0.582
O -0.339 -0.371 2.637 -0.598
O -1.556 -1.250 -1.837 -0.633
H -0.157 2.057 -0.262 0.338
H 0.590 0.884 -1.381 0.342
H 1.475 1.688 -0.167 0.377
H 1.843 -1.319 -0.106 0.287
H -1.914 -0.720 -2.498 0.309
H 0.968 -1.700 1.299 0.325
H -0.895 -0.829 -1.381 0.340

***

| no. | gap between HOMO and LUMO (hartree) | LUMO energy (hartree) | strongest force on any atom (eV/Å) |
| --- | --- | --- | --- |
| 1 | 0.32009 | 0.01535 | 1.0 |
| 2 | 0.22473 | -0.04176 | 10.7 |
| 3 | 0.31879 | 0.12561 | 2.1 |
| 4 | 0.19568 | 0.05790 | 10.2 |
| 5 | 0.38689 | -0.00982 | 3.8 |